w | C2H5ClO3 as an isolated structure, computed with wB97M-V/def2-TZVPD.

CARTESIAN COORDINATES (ANGSTROEM)
C1 1.16 -0.65 0.30
C2 -0.16 -0.10 -0.17
O1 -0.30 -0.12 -1.49
O2 -0.31 1.68 0.16
O3 -1.15 -0.61 0.59
Cl1 -2.73 -0.05 0.21
H1 1.23 -1.67 -0.10
H2 1.96 -0.05 -0.12
H3 1.21 -0.68 1.38
H4 -1.06 0.43 -1.75
H5 0.14 1.83 0.99

Results of the Löwdin charge analysis, in e, for atoms 1 through 6: 0.024, -0.645, 0.066, -0.153, -0.453, 0.741

***

x | A 2-piece molecular cluster, C2H5ClO3 overall, computed with wB97M-V/def2-TZVPD.

CARTESIAN COORDINATES (ANGSTROEM)
C1 0.96 0.85 1.19
C2 0.21 -1.07 0.07
O1 1.27 -1.54 -0.18
O2 -0.92 -1.65 -0.46
O3 -0.09 -0.01 0.79
Cl1 -2.01 0.66 -1.99
H1 0.93 0.92 2.33
H2 0.88 1.76 0.79
H3 1.83 0.29 0.82
H4 -1.49 0.75 -3.10
H5 -1.57 -0.96 -0.27

Results of the Löwdin charge analysis, in e, for atoms 1 through 6: -0.013, -0.653, 0.140, 0.061, -0.032, 0.447

***

The least stable of them is w.

***

w | A 2-piece molecular cluster, C2H9N2O2 overall, computed with wB97M-V/def2-TZVPD.

CARTESIAN COORDINATES (ANGSTROEM)
N1 -1.31 -0.23 -1.45
C1 -0.43 -0.07 -0.25
C2 0.27 -1.37 -0.09
N2 1.32 -1.38 0.77
O1 -0.14 -2.37 -0.70
H1 -1.94 -1.04 -1.32
H2 -1.80 0.65 -1.68
H3 -0.71 -0.42 -2.27
H4 -1.04 0.26 0.61
H5 0.20 0.75 -0.46
H6 1.67 -0.52 1.19
H7 1.82 -2.23 1.01
H8 0.35 2.30 2.19
H9 1.07 3.27 1.17
O2 0.68 2.38 1.27

Summary:
spin multiplicity: 2
<S²>: 0.750

Results of the Löwdin charge analysis, in e, for atoms 1 through 6: 0.049, -0.251, -0.558, 0.168, 0.000, 0.092

***

x | A 2-piece molecular cluster, C2H9N2O2 overall, computed with wB97M-V/def2-TZVPD.

CARTESIAN COORDINATES (ANGSTROEM)
N1 0.44 3.09 -0.47
C1 0.15 2.04 0.51
O1 0.74 0.83 0.27
H1 0.44 2.69 -1.40
H2 1.38 3.41 -0.30
H3 0.50 2.41 1.48
H4 -0.94 1.97 0.57
N2 -0.65 -1.10 -0.69
C2 -0.05 -2.31 -0.24
O2 -0.79 -2.85 0.86
H5 -1.64 -1.05 -0.50
H6 -0.13 -0.30 -0.26
H7 -0.03 -3.06 -1.04
H8 0.97 -2.09 0.09
H9 -0.38 -3.68 1.13

Summary:
spin multiplicity: 2
<S²>: 0.755

Results of the Löwdin charge analysis, in e, for atoms 1 through 6: 0.013, -0.370, -0.007, 0.068, 0.057, 0.134

***

The least stable of them is x.